The following is a quantum chemistry calculation of a cluster of 2 separate species, C11H15NO in total in a non-equilibrium geometry, from the OMol25 dataset.

Geometry as XYZ:
```
28
Properties=species:S:1:pos:R:3:forces:R:3
O -3.73800 -1.27133 -0.74108 -0.522 0.067 1.057
N 2.90186 0.58169 1.27788 0.136 -0.007 0.133
C -0.23888 -1.34030 1.43178 0.419 -0.827 -0.244
C -3.12473 -1.54817 -1.96996 0.043 0.187 -1.454
C -2.02392 -2.61385 -1.80973 -0.848 0.680 0.330
C 1.52392 3.17617 -0.94805 -0.361 -0.305 0.231
C 3.00593 1.70095 0.47483 -0.157 -0.491 -1.146
C 1.07264 -1.05939 1.76194 -0.513 0.678 -0.115
C 1.81313 1.92615 -0.15205 0.108 0.687 0.260
C -1.01943 -0.48963 0.63443 -0.155 1.497 0.005
C 1.60951 0.11605 1.21563 0.443 -0.662 0.133
C 0.90283 0.92134 0.31537 -0.407 0.207 0.072
C -0.45804 0.65318 0.08692 0.515 -0.130 0.014
H 3.53506 0.34740 2.02072 0.150 -0.100 -0.161
H -1.06801 -2.24329 -2.15858 0.082 -0.214 -0.486
H 1.83722 3.18024 -1.98680 0.141 -0.257 -0.182
H 0.44874 3.37229 -0.94190 0.076 0.055 0.002
H -2.71301 -0.65020 -2.45532 0.067 0.133 0.486
H -3.84174 -1.90597 -2.72684 -0.120 -0.062 0.398
H 1.60780 -1.70697 2.44419 0.213 -0.026 -0.221
H -1.01246 1.34103 -0.54618 -0.199 -0.195 0.147
H -1.86624 -2.80265 -0.75366 -0.204 -0.265 0.148
H 2.01486 4.00538 -0.44552 -0.040 0.188 -0.106
H -2.09779 -0.53749 0.53867 0.206 -0.850 -0.125
H -2.41248 -3.48950 -2.32152 0.697 -0.353 0.067
H 3.93923 2.03614 0.03384 0.162 0.317 0.933
H -4.62828 -0.88264 -0.75778 0.617 -0.244 -0.649
H -0.55569 -2.35724 1.64265 -0.549 0.292 0.472
```
Positions in Å, forces in eV/Å.

Output
* calculated total energy: -558.11462 Ha
* energy relative to the best compared isomer or geometry (same formula, charge and spin): 0.849 eV
* HOMO level: -7.687 eV

The following is a quantum chemistry calculation of the molecule C11H15NO3 in a non-equilibrium geometry, from the OMol25 dataset.

Geometry as XYZ:
```
30
Properties=species:S:1:pos:R:3:forces:R:3
O 4.36415 -0.83658 0.68399 -3.578 1.907 1.523
O -2.73523 -1.05592 0.16561 -1.421 11.756 3.375
O -1.99898 1.97254 0.36183 2.032 1.211 0.233
N 2.39446 -0.30827 1.82488 -1.031 5.878 -3.481
C 3.32790 -0.08267 0.89725 5.774 -2.002 -3.263
C -0.68071 -1.53531 -0.47518 6.031 7.558 -2.779
C -3.26351 1.56063 0.53760 0.736 8.856 7.977
C 3.24344 1.07153 -0.19017 0.431 1.460 7.462
C -1.20318 1.04733 -0.00994 4.720 -8.690 -2.642
C 0.99565 0.34666 -1.04564 1.652 -6.018 -0.790
C 0.16685 1.18097 -0.45291 -7.607 0.443 2.503
C 2.38979 0.72122 -1.25698 0.649 2.328 -6.237
C 0.64835 -0.98592 -1.17026 -4.661 0.194 3.648
C -3.11083 -2.21578 0.24527 0.026 -9.203 -4.062
C -1.56716 -0.59499 -0.06998 2.502 3.071 -0.727
H 2.33254 1.72841 -1.82646 0.063 -1.294 0.235
H 0.41137 2.11227 -0.30918 1.935 5.323 0.443
H 1.61959 0.36998 1.38906 0.624 -3.017 2.527
H -4.12834 -2.28942 0.50822 -1.075 -0.405 0.676
H -3.76108 1.48465 -0.22178 -5.198 -1.638 -8.607
H 1.27945 -1.77626 -1.32559 1.969 -1.398 -1.111
H -0.81704 -2.48960 -0.65690 -1.149 -4.472 -0.349
H -2.38334 -2.90772 0.74264 -0.842 0.199 0.199
H -2.99060 -2.43027 -0.91773 -0.892 -1.917 1.452
H 4.29084 1.21243 -0.42489 -0.126 0.248 -0.355
H 3.02307 0.10695 -1.99154 -1.495 0.158 1.042
H 2.86625 2.02899 0.46064 0.735 -1.790 -1.723
H -3.53323 1.04709 1.34353 -0.229 -3.134 2.980
H 2.52625 -1.19631 2.16381 -1.089 -2.550 1.324
H -3.70672 2.71340 1.02078 0.513 -3.062 -1.471
```
Positions in Å, forces in eV/Å.

Output
* calculated total energy: -708.28797 Ha
* energy relative to the best compared isomer or geometry (same formula, charge and spin): 9.514 eV
* HOMO level: -7.888 eV

The following is a quantum chemistry calculation of a cluster of 4 separate species, C11H15NO9 in total in a non-equilibrium geometry, from the OMol25 dataset.

Geometry as XYZ:
```
36
Properties=species:S:1:pos:R:3:forces:R:3
O -0.67141 1.98769 2.59861 1.280 0.416 3.361
O -1.51531 -3.04277 -0.21181 0.491 -0.902 -2.623
O 3.25417 -1.76639 -0.69304 1.367 0.776 2.560
O -1.47538 -2.28008 1.73904 3.413 1.268 2.534
O -0.62552 2.40011 0.60304 -0.397 1.010 -7.784
O 1.55411 -0.51260 -1.41022 1.392 -0.744 -1.115
O 0.51319 -2.78669 0.81254 -2.610 0.230 -0.268
O 0.84298 3.54050 1.76267 -2.137 -0.908 0.469
O 2.35148 -2.23033 -2.68943 0.542 2.413 3.106
N -0.09048 3.20940 -2.89183 -0.818 0.217 0.138
C 3.10416 -0.67998 0.26719 -0.034 -0.351 0.928
C 2.16339 1.96806 -3.01850 1.425 -0.554 0.062
C -1.80834 1.31138 2.14253 -0.619 0.305 -0.207
C -0.70860 -2.69675 0.77820 2.818 -0.766 -0.355
C 0.89530 2.63609 -2.93880 0.629 0.476 -0.451
C 1.76873 -0.06757 -0.08548 -0.590 0.472 -0.559
C -2.83038 -2.57396 -0.00910 -0.621 -0.411 -0.334
C -1.80092 1.75188 0.70110 -3.878 -0.910 0.216
C 2.44215 -1.53782 -1.65065 -3.177 -2.308 -5.616
C -2.81742 -2.33927 1.45259 -0.066 0.790 1.348
C -0.12861 2.81573 1.66125 3.745 -0.215 3.587
H 3.94064 0.01080 0.16124 -0.069 -0.009 -0.279
H 2.98902 2.39914 -3.58473 -0.768 0.749 -0.783
H -1.82306 0.22168 2.16391 0.749 0.097 0.978
H -2.70688 2.35074 0.60784 0.409 1.102 -0.459
H -2.63551 1.76592 2.68777 -0.270 -0.606 -0.010
H -2.99970 -1.61950 -0.50754 0.108 -0.208 -0.480
H 1.84254 1.01992 -0.07870 -0.306 0.026 0.151
H -2.04972 0.98803 -0.03560 1.277 -0.257 -0.166
H 3.09919 -1.02102 1.30245 0.158 -0.535 -0.254
H -3.04788 -3.14907 2.14484 -1.870 0.335 -0.250
H -3.01380 -1.28600 1.65300 -1.966 -0.525 0.634
H 0.84797 -0.44250 0.36142 0.618 0.243 1.248
H 2.03108 0.96766 -3.43058 0.061 -0.109 0.522
H 2.67170 2.01058 -2.05521 -0.515 -0.705 0.420
H -3.56286 -3.32299 -0.31001 0.228 0.097 -0.269
```
Positions in Å, forces in eV/Å.

Output
* calculated total energy: -1159.98292 Ha
* energy relative to the best compared isomer or geometry (same formula, charge and spin): 2.572 eV
* HOMO level: -10.396 eV

The following is a quantum chemistry calculation of a structure of composition C11H15NPSr in a non-equilibrium geometry, from the OMol25 dataset.

Geometry as XYZ:
```
29
Properties=species:S:1:pos:R:3:forces:R:3
Sr -1.19727 0.03635 0.69121 0.316 -0.623 -0.128
P -1.44760 2.99666 -0.02068 -0.531 0.559 -0.065
N 1.28043 1.06737 0.66077 0.972 0.522 0.028
C -0.83260 0.47092 3.50267 -1.594 0.228 0.767
C -0.87013 -0.92670 3.43434 -0.063 -0.787 0.180
C 0.39081 -1.66516 -2.05138 -1.785 2.599 -1.672
C 0.99771 0.46201 1.93152 -0.017 0.207 -0.289
C -0.16042 -0.68930 -4.14718 0.221 -0.451 0.418
C 0.68151 -1.82188 -4.34223 -0.133 0.248 0.520
C 1.01441 -2.39189 -3.07926 -0.464 0.491 -0.175
C 1.06556 -0.94438 1.97602 0.628 0.526 -1.266
C 0.09504 -1.63559 2.70989 -0.637 -1.046 1.106
C -0.40221 -0.50800 -2.77600 1.847 -2.718 1.661
C 0.13552 1.17991 2.78303 1.036 0.900 -0.841
H -1.55227 1.01323 4.12047 0.283 -0.262 -0.113
H 1.41482 2.08162 0.67681 0.074 -0.466 0.213
H -1.30560 4.05349 0.93934 -0.046 -0.333 -0.214
H -0.55935 -0.05821 -4.94049 0.084 -0.147 0.154
H -2.69320 3.47917 -0.53821 0.513 0.074 0.072
H -1.00592 0.27227 -2.29689 0.191 -0.188 -0.225
H 0.09598 -2.72938 2.71170 -0.027 0.372 0.069
H 0.42748 -1.86126 -0.97244 0.090 0.079 -0.382
H -1.63921 -1.47279 3.98859 0.224 0.200 -0.229
H 1.01724 -2.19404 -5.30805 -0.031 0.093 0.187
H 2.03355 0.62931 0.12995 -0.267 0.022 0.157
H 1.82795 -1.46681 1.38986 -0.420 0.160 -0.004
H 1.65472 -3.26195 -2.93217 -0.179 0.186 -0.040
H 0.16814 2.27209 2.79090 -0.100 -0.284 -0.122
H -0.63509 3.61293 -1.03208 -0.186 -0.161 0.233
```
Positions in Å, forces in eV/Å.

Output
* calculated total energy: -854.81548 Ha
* energy relative to the best compared isomer or geometry (same formula, charge and spin): 1.403 eV
* net charge: -1
* HOMO level (alpha / beta): -0.756 / -0.792 eV